Entry 1:
The following is a DFT calculation (ωB97M-V/def2-TZVPD) of 9 unconnected molecules or ions with the total composition C5H27NO10 in a non-equilibrium geometry.

The geometry in XYZ format:
```
43
C5H27NO10 | the Open Molecules 2025 dataset | ωB97M-V/def2-TZVPD
O -3.00 0.67 1.68
C -2.33 1.63 1.42
O -1.89 2.45 2.40
C -2.08 2.22 0.07
C -0.53 2.39 -0.10
C 0.21 1.10 0.23
C -0.17 2.86 -1.50
N -2.63 1.45 -1.03
H -2.27 2.09 3.21
H -2.39 3.24 -0.15
H -0.20 3.22 0.53
H 1.29 1.26 0.25
H 0.11 0.84 1.28
H 0.06 0.31 -0.51
H 0.90 2.81 -1.66
H -0.57 2.22 -2.30
H -0.62 3.82 -1.76
H -2.30 0.49 -0.98
H -3.63 1.46 -1.06
H 1.80 -2.65 -0.04
H 0.26 -2.10 -0.33
O 1.08 -2.04 0.18
H -1.71 -2.45 -1.25
H -0.85 -3.55 -1.63
O -0.90 -2.59 -1.76
H -2.31 -1.30 1.18
H -2.90 -2.72 0.80
O -2.18 -2.10 0.67
H 3.11 -2.34 -1.51
H 2.49 -3.27 -2.49
O 2.77 -3.24 -1.58
H 2.37 -0.79 0.03
H 3.57 -0.46 0.86
O 3.23 -0.31 -0.04
H 2.26 1.39 2.68
H 1.69 -0.03 2.89
O 2.53 0.47 2.75
H 1.80 -2.25 2.71
H 0.55 -1.52 2.29
O 1.06 -1.76 3.07
H 0.95 -0.33 -3.91
H 0.38 0.05 -2.61
O 0.99 -0.60 -2.98
```

As for the SMILES: CC(C)[C@@H](N)C(=O)O.O.O.O.O.O.O.O.O.

---

Entry 2:
The following is a DFT calculation (ωB97M-V/def2-TZVPD) of 9 unconnected molecules or ions with the total composition C5H27NO8 in a non-equilibrium geometry.

The geometry in XYZ format:
```
41
C5H27NO8 | the Open Molecules 2025 dataset | ωB97M-V/def2-TZVPD
C 1.66 1.67 2.56
C 1.34 1.73 1.19
C 1.57 0.75 0.28
N 0.96 0.65 -1.01
C 0.15 -0.60 -1.06
C -0.76 -0.66 -2.23
H 2.02 2.59 3.02
H 0.83 1.39 3.31
H 2.35 0.85 2.86
H 0.47 2.56 0.89
H 2.39 0.07 0.44
H 0.33 1.39 -1.36
H -0.57 -0.74 -0.21
H 0.96 -1.48 -1.04
H -1.31 -1.58 -2.24
H -0.17 -0.68 -3.16
H -1.50 0.11 -2.37
H -2.26 2.62 -2.79
H -1.09 2.59 -3.65
O -1.97 2.85 -3.62
H 2.31 -2.96 -1.72
H 2.98 -1.67 -2.16
O 3.17 -2.63 -1.92
H 3.88 -1.94 -0.43
H 4.68 -2.02 1.04
O 3.90 -1.80 0.55
H -3.19 2.96 1.60
H -2.74 1.55 1.35
O -2.38 2.55 1.30
H 0.22 -3.85 2.82
H 0.55 -2.89 1.55
O -0.03 -3.60 1.86
H -2.29 -0.23 -0.09
H -2.84 -1.05 1.18
O -3.08 -0.27 0.59
H -1.54 3.18 -0.09
H -1.19 4.31 -0.96
O -1.08 3.31 -0.88
H -1.62 -3.08 1.04
H -2.66 -3.27 2.17
O -2.45 -2.67 1.40
```

As for the SMILES: C/C=C/NCC.O.O.O.O.O.O.O.O.

---

Entry 3:
The following is a DFT calculation (ωB97M-V/def2-TZVPD) of 8 unconnected molecules or ions with the total composition C5H29N2O7 in a non-equilibrium geometry.

The geometry in XYZ format:
```
43
C5H29N2O7 | the Open Molecules 2025 dataset | ωB97M-V/def2-TZVPD
N -1.47 -0.23 1.02
C -0.38 -1.03 1.79
C 0.90 -0.12 2.21
N 1.08 0.87 1.07
C 2.15 0.46 0.04
C 1.92 1.44 -1.15
C 1.50 2.16 1.57
H -1.48 -0.41 0.02
H -2.41 -0.50 1.36
H -1.36 0.88 1.10
H -0.81 -1.39 2.79
H -0.19 -1.88 1.13
H 1.71 -0.91 2.35
H 0.81 0.41 3.22
H 2.07 -0.54 -0.41
H 3.23 0.70 0.37
H 0.94 1.66 -1.53
H 2.25 2.40 -0.91
H 2.36 1.18 -2.04
H 0.89 2.53 2.44
H 1.59 2.79 0.70
H 2.59 2.13 1.94
H -0.49 -0.58 -2.38
H -1.66 -1.48 -2.15
O -1.37 -0.60 -1.95
H 2.38 -1.49 -2.48
H 2.04 -1.11 -3.87
O 1.70 -1.36 -3.05
H 0.38 -2.49 -3.40
H -0.92 -3.26 -3.75
O -0.45 -2.88 -3.00
H 4.84 2.26 -0.41
H 5.02 1.15 -1.47
O 4.69 1.36 -0.60
H -4.08 1.85 0.95
H -3.06 3.00 0.48
O -3.18 2.31 1.08
H -3.87 1.21 2.66
H -3.62 0.01 3.63
O -3.51 0.28 2.73
H -1.99 -2.31 -1.06
H -3.56 -2.41 -0.39
O -2.55 -2.28 -0.24
```

As for the net charge: +1.

---

Entry 4:
The following is a DFT calculation (ωB97M-V/def2-TZVPD) of 10 unconnected molecules or ions with the total composition C5H29NO10 in a non-equilibrium geometry.

The geometry in XYZ format:
```
45
C5H29NO10 | the Open Molecules 2025 dataset | ωB97M-V/def2-TZVPD
C -1.85 -1.02 0.02
N -0.60 -0.30 -0.30
C 0.68 -0.92 -0.24
C 0.79 -2.51 0.01
C 1.42 -3.34 -1.14
C 1.78 -2.64 1.18
O 1.67 -0.18 -0.31
H -2.13 -0.58 0.98
H -1.80 -2.05 -0.04
H -2.66 -0.71 -0.69
H -0.70 0.76 -0.37
H -0.15 -2.99 0.39
H 2.47 -3.43 -1.01
H 0.97 -4.36 -1.22
H 1.38 -2.93 -2.17
H 2.74 -2.02 1.04
H 2.38 -3.50 1.29
H 1.46 -2.40 2.24
H -2.99 2.88 0.10
H -1.77 2.25 -0.62
O -2.43 2.15 0.08
H 2.29 3.08 0.59
H 2.06 3.49 1.99
O 1.62 3.33 1.15
H -1.72 -0.83 -3.16
H -2.24 -1.89 -2.19
O -2.51 -1.21 -2.81
H -2.67 1.83 3.10
H -1.94 2.37 1.73
O -2.11 2.41 2.66
H 1.61 1.32 -1.71
H 2.42 1.61 -3.05
O 1.89 1.99 -2.30
H 0.17 1.68 3.21
H 1.19 0.98 2.21
O 1.14 1.52 2.98
H -0.63 -0.59 3.48
H -1.17 -1.33 2.32
O -1.31 -1.25 3.24
H 0.68 -0.22 -2.85
H 0.08 -0.67 -4.13
O 0.77 -0.94 -3.46
H -0.25 4.43 -0.78
H 0.39 3.18 -0.52
O -0.43 3.52 -0.90
```

The spin multiplicity is 2. As for the net charge: +1.

---

Entry 5:
The following is a DFT calculation (ωB97M-V/def2-TZVPD) of 11 unconnected molecules or ions with the total composition C5H29NO11 in a non-equilibrium geometry.

The geometry in XYZ format:
```
46
C5H29NO11 | the Open Molecules 2025 dataset | ωB97M-V/def2-TZVPD
O 3.56 0.92 -1.33
C 2.96 1.02 -0.27
C 1.62 1.66 -0.12
C 0.59 0.46 -0.10
C -0.14 0.42 -1.43
C -1.70 1.78 -2.53
N -0.98 1.61 -1.52
H 3.22 0.53 0.68
H 1.17 2.42 -0.73
H 1.64 2.15 0.85
H -0.25 0.65 0.57
H 1.14 -0.41 0.24
H 0.52 0.24 -2.29
H -0.85 -0.41 -1.42
H -1.55 1.19 -3.43
H -2.50 2.51 -2.42
H 2.80 0.95 -2.85
H 1.87 1.94 -3.57
O 2.27 1.07 -3.66
H 2.36 -1.93 1.13
H 1.38 -1.74 2.35
O 2.30 -1.71 2.07
H -2.44 1.19 0.58
H -1.72 2.50 1.08
O -2.26 1.76 1.34
H 2.18 1.77 3.51
H 2.23 0.28 2.89
O 1.84 1.17 2.86
H 2.32 -2.55 -1.64
H 3.09 -1.07 -1.52
O 2.76 -1.88 -1.12
H -1.02 -1.71 0.77
H -1.24 -3.18 0.89
O -0.60 -2.56 0.59
H -1.91 -2.35 3.23
H -2.60 -1.17 2.60
O -2.50 -2.12 2.51
H -4.14 1.15 -0.93
H -3.95 -0.37 -1.12
O -3.54 0.48 -1.27
H -1.53 1.07 2.86
H -0.10 0.62 3.35
O -1.04 0.42 3.41
H -1.24 -2.79 -1.05
H -2.36 -3.31 -2.09
O -1.65 -2.70 -1.92
```

As for the SMILES: C=NCCCC=O.O.O.O.O.O.O.O.O.O.O.

---

Entry 6:
The following is a DFT calculation (ωB97M-V/def2-TZVPD) of 9 unconnected molecules or ions with the total composition C5H29NO9 in a non-equilibrium geometry.

The geometry in XYZ format:
```
44
C5H29NO9 | the Open Molecules 2025 dataset | ωB97M-V/def2-TZVPD
C 2.45 -0.74 2.36
N 2.19 -0.78 0.89
C 3.07 0.18 0.24
C 2.73 1.67 0.63
C 1.26 2.03 1.02
O 1.28 2.84 2.18
C 1.21 -1.24 3.10
H 2.64 0.31 2.58
H 3.34 -1.26 2.72
H 2.44 -1.72 0.59
H 2.95 0.18 -0.85
H 4.15 0.21 0.42
H 2.95 2.38 -0.18
H 3.54 1.92 1.32
H 0.83 2.51 0.13
H 0.69 1.11 1.04
H 1.43 2.22 2.90
H 1.17 -2.33 3.00
H 0.29 -0.74 2.82
H 1.38 -1.14 4.18
H -3.08 0.68 2.28
H -3.84 -0.09 1.38
O -3.68 0.86 1.54
H -3.10 1.94 -0.21
H -4.04 1.37 -1.09
O -3.27 1.95 -1.17
H 1.43 -3.20 -2.18
H 0.70 -1.98 -1.77
O 1.35 -2.61 -1.43
H -1.18 -0.72 -2.38
H -2.20 -1.69 -3.12
O -1.31 -1.59 -2.81
H -0.84 -1.70 -0.26
H -0.27 -0.69 0.68
O -1.11 -1.13 0.48
H -2.90 -1.74 1.44
H -3.00 -2.05 0.03
O -3.54 -2.05 0.82
H 1.49 0.75 -2.52
H 0.33 0.39 -3.55
O 1.27 0.31 -3.34
H -1.35 1.42 -3.76
H -2.26 1.42 -2.53
O -1.44 1.02 -2.90
```

As for the SMILES: CCNCCCO.O.O.O.O.O.O.O.O.

---

Relative energy (zero: lowest compared OMol25 entry of this formula, charge and spin), record by record: 2.608 3.401 4.469 3.633 4.144 2.529 eV
Electronic energy, record by record: -1013.87248 -863.26782 -843.77486 -1014.63162 -1090.24896 -939.75889 hartree